The following is a DFT calculation (wB97M-V/def2-TZVPD) of a cluster of 3 separate species, C20H50F3N7O5P3 in total in a non-equilibrium geometry.

Atoms and positions in Å:
N -2.988 0.752 6.979
C -2.521 -0.142 5.924
C -1.020 0.043 5.501
C -0.486 1.478 5.641
C -0.037 1.843 7.089
C 0.502 0.704 8.017
C 1.666 -0.087 7.503
F 1.532 -1.442 7.508
C 2.809 0.365 7.031
F 3.386 -0.270 6.023
F 3.459 1.400 7.504
C 0.821 1.545 4.771
P 0.388 2.605 3.288
O -1.036 2.698 2.979
O 0.969 4.129 3.579
O 1.133 1.974 1.947
H -2.942 1.717 6.666
H -2.349 0.642 7.759
H -2.644 -1.184 6.271
H -3.134 -0.046 5.016
H -0.983 -0.185 4.420
H -0.406 -0.755 5.988
H -0.930 2.243 7.605
H 0.644 2.706 7.016
H -0.327 0.047 8.309
H 0.831 1.185 8.962
H 1.637 2.050 5.309
H 1.089 0.535 4.409
H 1.911 4.018 3.789
H 1.897 1.473 2.285
O 3.036 -0.028 0.627
P 2.953 -1.095 -0.440
N 4.630 -1.055 -0.929
C 5.117 -1.428 -2.244
C 5.552 -1.574 0.080
N 1.994 -0.156 -1.535
C 2.336 0.072 -2.929
C 1.442 1.095 -1.004
N 2.637 -2.554 -1.394
C 1.210 -2.739 -1.770
C 2.929 -3.785 -0.607
H 5.021 -2.501 -2.464
H 6.179 -1.180 -2.334
H 4.629 -0.873 -3.040
H 5.521 -2.668 0.171
H 5.328 -1.156 1.063
H 6.584 -1.307 -0.159
H 3.182 0.765 -3.030
H 1.480 0.491 -3.461
H 2.566 -0.856 -3.460
H 2.205 1.877 -0.938
H 0.988 0.950 -0.033
H 0.639 1.462 -1.652
H 0.560 -2.751 -0.889
H 1.085 -3.682 -2.311
H 0.831 -1.978 -2.442
H 2.347 -3.820 0.318
H 3.984 -3.866 -0.345
H 2.697 -4.675 -1.192
O -0.877 0.157 -4.298
P -2.276 0.226 -4.865
N -2.820 1.624 -3.983
C -4.204 1.906 -3.647
C -2.170 2.870 -4.393
N -2.829 -1.219 -4.077
C -4.032 -1.301 -3.263
C -1.802 -2.027 -3.418
N -3.712 0.227 -5.903
C -4.037 -1.090 -6.516
C -3.511 1.096 -7.096
H -4.831 2.144 -4.518
H -4.257 2.765 -2.974
H -4.674 1.093 -3.102
H -2.528 3.244 -5.362
H -1.089 2.740 -4.468
H -2.351 3.662 -3.664
H -3.908 -0.791 -2.301
H -4.284 -2.347 -3.069
H -4.908 -0.894 -3.774
H -1.485 -1.580 -2.470
H -0.937 -2.172 -4.059
H -2.183 -3.031 -3.208
H -3.199 -1.485 -7.097
H -4.902 -0.984 -7.175
H -4.320 -1.849 -5.795
H -2.641 0.784 -7.681
H -3.377 2.143 -6.825
H -4.388 1.064 -7.743

Calculated values
Charge: -1
HOMO-LUMO gap: 0.1076 Eh
Electronic energy: -2875.0703 Ha
E_LUMO: 1.195 eV